Density functional theory data (ωB97M-V/def2-TZVPD) for a molecular structure, C50H67N5O6P2SSi2V at a distorted geometry.

For the orbital gap (spin up / spin down), the calculation gives 4.55 / 5.08 eV. As for the expectation value of S²: 3.783. As for the multiplicity: 4. Its charge is -2.

Geometry (Å):
V 0.993 -0.087 -0.342
O 2.127 2.919 1.575
S 1.525 3.310 0.315
O 2.286 4.257 -0.472
O 1.041 2.187 -0.508
C 0.041 4.242 0.772
C 0.337 5.533 1.224
C -0.663 6.447 1.478
C -1.984 6.102 1.213
C -2.275 4.825 0.775
C -1.286 3.845 0.605
P -1.821 2.145 0.086
C -2.784 2.684 -1.394
C -4.114 2.349 -1.629
C -4.735 2.705 -2.822
C -4.038 3.407 -3.792
C -2.709 3.753 -3.564
C -2.089 3.391 -2.380
C -3.177 1.756 1.262
C -3.592 0.419 1.202
C -4.561 -0.062 2.072
C -5.116 0.773 3.031
C -4.702 2.093 3.109
C -3.740 2.579 2.235
H 1.378 5.808 1.341
H -0.416 7.435 1.848
H -2.778 6.831 1.323
H -3.302 4.574 0.534
H -4.674 1.800 -0.881
H -5.767 2.420 -2.993
H -4.520 3.676 -4.725
H -2.151 4.294 -4.318
H -1.046 3.644 -2.220
H -3.151 -0.258 0.465
H -4.861 -1.092 2.007
H -5.850 0.389 3.729
H -5.121 2.751 3.863
H -3.429 3.612 2.326
C -3.696 -4.476 -3.187
Si -3.737 -3.049 -1.927
C -5.045 -3.583 -0.634
C -4.662 -1.679 -2.857
N -2.215 -2.596 -1.360
C -1.581 -3.273 -0.368
C -2.127 -4.461 0.212
C -1.667 -5.066 1.371
C -0.556 -4.543 2.015
C 0.119 -3.508 1.367
C -0.275 -2.920 0.159
N 0.692 -2.106 -0.505
Si 1.905 -3.108 -1.173
C 2.991 -4.146 -0.012
C 3.247 -2.230 -2.178
C 1.074 -4.449 -2.246
H -4.686 -4.681 -3.611
H -3.326 -5.395 -2.724
H -3.015 -4.231 -4.008
H -5.924 -2.933 -0.673
H -4.635 -3.544 0.372
H -5.379 -4.612 -0.802
H -4.121 -1.254 -3.705
H -4.925 -0.854 -2.180
H -5.596 -2.106 -3.239
H -2.972 -4.915 -0.295
H -2.170 -5.949 1.754
H -0.186 -4.950 2.949
H 1.057 -3.157 1.789
H 3.582 -3.524 0.666
H 3.689 -4.720 -0.633
H 2.406 -4.851 0.584
H 4.079 -1.979 -1.516
H 2.953 -1.304 -2.668
H 3.620 -2.920 -2.943
H 0.992 -5.381 -1.678
H 1.634 -4.660 -3.164
H 0.057 -4.150 -2.515
C 1.228 0.268 4.424
C -0.078 0.833 3.855
C -0.296 2.245 4.396
C -1.246 -0.069 4.237
N -0.023 0.993 2.391
N 0.092 -0.228 1.658
H 1.216 0.305 5.517
H 2.088 0.838 4.062
H 1.377 -0.775 4.136
H -0.329 2.237 5.488
H -1.231 2.657 4.012
H 0.519 2.900 4.076
H -1.341 -0.110 5.325
H -1.100 -1.090 3.876
H -2.178 0.313 3.821
H 0.824 1.514 2.172
H -0.834 -0.640 1.566
H 0.688 -0.902 2.132
N 2.653 -0.198 0.340
C 3.875 -0.079 0.660
C 4.343 -0.469 2.032
C 3.733 -1.546 2.675
C 4.107 -1.934 3.951
C 5.092 -1.230 4.636
C 5.692 -0.139 4.020
C 5.329 0.231 2.732
C 4.893 0.457 -0.302
C 4.463 1.288 -1.337
C 5.355 1.812 -2.256
C 6.709 1.503 -2.179
C 7.148 0.643 -1.181
C 6.249 0.123 -0.258
H 2.959 -2.076 2.132
H 3.623 -2.786 4.416
H 5.379 -1.520 5.640
H 6.450 0.430 4.547
H 5.792 1.096 2.272
H 3.408 1.523 -1.388
H 4.993 2.474 -3.035
H 7.412 1.923 -2.890
H 8.196 0.371 -1.121
H 6.601 -0.572 0.494
C 0.752 -1.708 -4.259
O 1.007 -0.297 -4.256
P 0.883 0.504 -2.831
O -0.634 0.207 -2.421
C -1.764 0.216 -3.292
O 0.735 1.979 -3.498
C 1.890 2.801 -3.631
H 0.135 -1.930 -5.132
H 0.211 -2.021 -3.361
H 1.687 -2.263 -4.328
H -2.500 -0.401 -2.793
H -1.505 -0.220 -4.258
H -2.124 1.234 -3.437
H 2.597 2.366 -4.343
H 2.376 2.965 -2.669
H 1.550 3.762 -4.016

Density functional theory data (ωB97M-V/def2-TZVPD) for 5 unconnected molecules or ions with the total composition C50H73Cl2IO18 at a distorted geometry.

For the orbital gap, the calculation gives 8.57 eV. As for the multiplicity: 1. Its SMILES is CCCCCCCCc1c(CCC(=O)O)cc2c(c1CCCCl)C(=O)c1c(cc(CCCI)c(COC(C)=O)c1Cl)C2=O.CCOC(=O)OC.CCOC(=O)OC.CCOC(=O)OC.CCOC(=O)OC. Its charge is 0.

Geometry (Å):
C 7.593 -1.683 -2.442
C 6.377 -1.730 -3.397
C 5.931 -0.317 -3.748
C 4.603 -0.245 -4.501
C 4.512 0.995 -5.385
C 3.072 1.400 -5.763
C 2.764 2.823 -5.320
C 1.386 3.311 -5.818
C 0.281 3.001 -4.831
C 0.256 3.594 -3.553
C 1.258 4.616 -3.036
C 1.494 5.839 -3.935
C 1.885 7.048 -3.137
O 1.980 7.086 -1.958
O 2.136 8.168 -3.877
C -0.729 3.233 -2.630
C -1.683 2.294 -2.974
C -1.685 1.713 -4.242
C -0.715 2.058 -5.197
C -0.720 1.420 -6.566
C -1.099 2.428 -7.677
C -0.380 2.132 -8.979
Cl -1.300 0.969 -9.991
C -2.762 0.704 -4.495
O -3.390 0.653 -5.515
C -3.029 -0.195 -3.322
C -3.012 0.404 -2.060
C -3.236 -0.340 -0.918
C -3.452 -1.714 -1.007
C -3.585 -2.455 0.309
C -2.195 -2.617 0.997
C -1.067 -2.943 0.039
I 0.745 -3.234 1.180
C -3.478 -2.349 -2.261
C -3.695 -3.836 -2.415
O -4.843 -4.337 -1.710
C -6.008 -3.732 -2.090
C -6.970 -3.500 -0.963
O -6.229 -3.451 -3.226
C -3.262 -1.570 -3.419
Cl -3.256 -2.303 -4.987
C -2.710 1.858 -2.000
O -3.235 2.595 -1.208
H 7.311 -1.856 -1.406
H 8.356 -2.407 -2.713
H 8.042 -0.692 -2.483
H 5.586 -2.291 -2.904
H 6.699 -2.279 -4.279
H 6.724 0.133 -4.346
H 5.864 0.242 -2.815
H 3.779 -0.276 -3.788
H 4.507 -1.148 -5.104
H 4.998 1.833 -4.885
H 5.112 0.792 -6.271
H 2.374 0.697 -5.306
H 2.969 1.304 -6.844
H 3.543 3.471 -5.724
H 2.824 2.854 -4.238
H 1.423 4.371 -6.043
H 1.222 2.802 -6.756
H 0.864 5.003 -2.102
H 2.205 4.151 -2.780
H 0.607 6.019 -4.536
H 2.323 5.627 -4.610
H 2.706 7.942 -4.622
H -0.761 3.671 -1.644
H 0.268 1.003 -6.747
H -1.432 0.610 -6.627
H -2.176 2.442 -7.807
H -0.812 3.428 -7.360
H -0.216 3.011 -9.593
H 0.589 1.676 -8.810
H -3.209 0.120 0.059
H -4.150 -1.801 0.969
H -4.104 -3.396 0.219
H -2.268 -3.431 1.713
H -1.973 -1.694 1.524
H -0.825 -2.143 -0.648
H -1.231 -3.877 -0.481
H -2.837 -4.357 -1.998
H -3.773 -4.136 -3.449
H -7.353 -2.493 -1.072
H -6.468 -3.650 -0.016
H -7.754 -4.249 -1.036
C -1.907 -0.587 6.880
C -0.882 -0.937 5.822
O -1.422 -0.781 4.499
C -1.494 0.477 4.074
O -1.138 1.453 4.683
O -2.048 0.477 2.860
C -2.261 1.775 2.299
H -2.822 -1.160 6.731
H -1.520 -0.796 7.876
H -2.170 0.469 6.829
H -0.595 -1.984 5.899
H 0.022 -0.339 5.930
H -1.347 2.365 2.306
H -3.050 2.298 2.838
H -2.576 1.622 1.271
C -4.871 0.855 12.385
C -5.060 0.684 10.893
O -4.547 -0.577 10.434
C -5.326 -1.631 10.665
O -6.405 -1.618 11.196
O -4.700 -2.716 10.202
C -5.396 -3.941 10.439
H -3.824 0.707 12.655
H -5.177 1.854 12.693
H -5.462 0.127 12.940
H -4.493 1.440 10.352
H -6.106 0.786 10.607
H -6.418 -3.887 10.072
H -5.392 -4.176 11.502
H -4.856 -4.712 9.897
C -1.652 4.292 5.727
C -3.131 4.606 5.708
O -3.761 4.269 6.956
C -3.586 5.143 7.943
O -2.987 6.185 7.880
O -4.203 4.667 9.030
C -4.048 5.482 10.194
H -1.491 3.260 6.015
H -1.214 4.454 4.743
H -1.130 4.924 6.446
H -3.635 3.995 4.960
H -3.322 5.650 5.463
H -4.337 6.511 9.992
H -3.018 5.445 10.545
H -4.705 5.064 10.952
C 10.672 -7.937 -1.843
C 9.595 -6.874 -1.856
O 9.576 -6.153 -3.097
C 8.986 -6.780 -4.114
O 8.464 -7.864 -4.075
O 9.074 -5.996 -5.189
C 8.534 -6.571 -6.381
H 11.641 -7.499 -2.086
H 10.732 -8.402 -0.859
H 10.465 -8.712 -2.578
H 9.795 -6.125 -1.092
H 8.611 -7.297 -1.657
H 7.513 -6.912 -6.223
H 9.157 -7.398 -6.716
H 8.541 -5.786 -7.132

Density functional theory data (ωB97M-V/def2-TZVPD) for 22 unconnected molecules or ions with the total composition C50H80N26O3P at a distorted geometry.

For the orbital gap, the calculation gives 8.67 eV. As for the multiplicity: 1. Its charge is +1.

Geometry (Å):
C -6.169 -4.014 0.425
C -5.452 -2.625 0.011
C -4.794 -1.979 1.356
N -3.730 -0.999 1.075
N -4.059 0.314 0.836
C -2.908 1.107 0.632
C -2.731 2.643 0.335
C -2.159 3.471 1.603
C -2.343 2.858 3.067
N -1.572 4.636 1.483
N -1.718 0.286 0.729
C -2.325 -0.979 1.014
N -1.515 -2.044 1.217
P -1.918 -3.698 1.602
O -0.619 -4.526 1.576
O -2.515 -3.894 3.202
O -2.926 -4.456 0.454
H -6.645 -4.532 -0.476
H -5.434 -4.756 0.886
H -6.955 -3.816 1.231
H -6.264 -1.962 -0.427
H -4.674 -2.796 -0.806
H -4.547 -2.804 2.092
H -5.661 -1.393 1.836
H -4.993 0.732 0.811
H -1.910 2.737 -0.461
H -3.673 3.159 -0.052
H -1.741 1.899 3.213
H -2.032 3.586 3.883
H -3.456 2.591 3.141
H -1.541 4.890 0.479
H -0.500 -1.836 1.162
H -2.392 -3.002 3.607
H -2.931 -5.403 0.763
C -3.625 6.449 5.621
C -4.178 5.239 5.009
N -4.610 4.286 4.529
H -4.391 7.217 5.756
H -3.196 6.244 6.601
H -2.835 6.885 5.006
C 2.454 -3.705 2.112
C 3.136 -2.450 1.789
N 3.673 -1.462 1.537
H 1.476 -3.767 1.629
H 3.032 -4.574 1.786
H 2.291 -3.810 3.189
C -4.266 4.403 -3.762
C -4.817 4.330 -2.406
N -5.250 4.274 -1.340
H -4.722 5.210 -4.338
H -3.190 4.583 -3.748
H -4.433 3.477 -4.314
C -0.586 -2.306 -1.866
C -1.041 -2.454 -3.248
N -1.406 -2.569 -4.332
H -0.515 -1.255 -1.577
H -1.266 -2.787 -1.162
H 0.401 -2.750 -1.717
C 3.822 -6.362 -1.116
C 4.185 -6.298 0.300
N 4.470 -6.247 1.414
H 2.745 -6.480 -1.251
H 4.119 -5.455 -1.648
H 4.306 -7.203 -1.616
C -3.923 8.614 8.901
C -2.712 8.115 8.246
N -1.758 7.723 7.733
H -3.821 9.663 9.186
H -4.794 8.537 8.246
H -4.148 8.050 9.809
C 3.596 -5.254 6.623
C 2.495 -4.840 5.751
N 1.630 -4.515 5.065
H 3.738 -6.336 6.603
H 4.540 -4.797 6.321
H 3.414 -4.969 7.661
C -1.185 -7.334 3.951
C -2.064 -7.437 2.786
N -2.757 -7.516 1.867
H -0.250 -7.876 3.795
H -0.927 -6.295 4.167
H -1.656 -7.748 4.845
C 6.511 -2.293 -0.618
C 6.169 -3.240 -1.679
N 5.900 -3.987 -2.512
H 6.623 -1.278 -1.005
H 5.739 -2.262 0.156
H 7.446 -2.557 -0.131
C 11.183 -3.620 -1.044
C 10.100 -2.651 -0.869
N 9.248 -1.889 -0.732
H 10.973 -4.556 -0.521
H 11.339 -3.865 -2.096
H 12.130 -3.239 -0.657
C 10.308 0.980 -2.034
C 11.252 1.882 -1.372
N 11.994 2.591 -0.853
H 9.379 1.492 -2.294
H 10.723 0.571 -2.958
H 10.044 0.134 -1.394
C 11.253 -6.466 -4.378
C 12.196 -5.562 -3.716
N 12.937 -4.852 -3.196
H 10.324 -5.955 -4.640
H 11.671 -6.874 -5.301
H 10.991 -7.311 -3.738
C -3.518 -3.760 -6.726
C -4.961 -3.873 -6.943
N -6.095 -3.963 -7.112
H -2.972 -3.702 -7.669
H -3.268 -2.867 -6.151
H -3.126 -4.619 -6.177
C -2.701 6.755 -7.343
C -3.026 5.413 -6.860
N -3.283 4.358 -6.477
H -2.078 6.720 -8.240
H -3.599 7.319 -7.594
H -2.156 7.331 -6.593
C 6.509 0.529 2.352
C 7.893 0.646 1.885
N 8.979 0.738 1.520
H 6.463 0.258 3.409
H 5.965 1.468 2.234
H 5.959 -0.235 1.798
C -7.887 0.875 0.785
C -8.230 -0.462 1.276
N -8.500 -1.512 1.662
H -7.262 0.826 -0.111
H -8.779 1.449 0.527
H -7.337 1.450 1.535
C 6.265 -2.946 8.585
C 5.932 -4.285 9.076
N 5.669 -5.337 9.460
H 6.884 -2.991 7.686
H 5.368 -2.376 8.334
H 6.818 -2.372 9.331
C 0.756 4.642 -7.737
C 0.944 6.058 -7.412
N 1.089 7.169 -7.156
H 1.319 3.997 -7.060
H -0.295 4.350 -7.666
H 1.088 4.417 -8.753
C -7.215 7.971 -4.938
C -5.832 8.090 -5.402
N -4.745 8.183 -5.767
H -7.262 7.693 -3.883
H -7.758 8.911 -5.051
H -7.762 7.210 -5.499
C -0.510 8.480 2.292
C -1.067 8.409 3.643
N -1.505 8.352 4.706
H -0.958 9.292 1.716
H 0.568 8.652 2.311
H -0.683 7.554 1.739
C -7.891 -1.346 -6.750
C -7.683 0.065 -6.419
N -7.518 1.174 -6.158
H -7.326 -2.002 -6.085
H -8.943 -1.628 -6.666
H -7.575 -1.571 -7.770